This record from OMol25 describes C43H50ClF6N8O3Sm as an isolated structure. The level of theory is ωB97M-V/def2-TZVPD.

The geometry in XYZ format:
```
112
Properties=species:S:1:pos:R:3:mulliken_charge:R:1
Sm -0.476 -0.008 0.085 0.7492
N 1.562 -1.882 0.545 -0.3025
C 2.098 -2.361 -0.732 -0.4219
C 2.831 -1.236 -1.473 -0.7472
N 2.008 -0.031 -1.626 0.7789
C 1.804 0.410 -3.008 -0.8165
C 0.429 -0.014 -3.542 -0.0721
N -0.628 0.636 -2.769 -0.3505
H 0.987 -2.612 0.963 0.2564
H 2.325 -1.700 1.194 0.1566
H 2.795 -3.201 -0.604 0.6054
H 1.243 -2.691 -1.326 -0.1817
H 3.748 -0.996 -0.921 0.3026
H 3.122 -1.621 -2.458 0.4356
H 2.448 0.726 -1.115 -0.4674
H 1.867 1.501 -3.047 0.1255
H 2.577 0.005 -3.677 0.4621
H 0.379 0.229 -4.613 0.6485
H 0.322 -1.093 -3.411 -0.4660
H -0.810 1.569 -3.132 0.2822
H -1.499 0.115 -2.867 0.2378
C 1.231 0.619 3.524 -1.6217
N 0.298 -0.101 2.678 0.5440
C -0.567 -0.832 3.319 0.1657
C -1.637 -1.525 2.733 -0.1977
C -2.539 -2.421 3.348 -1.1545
C -3.434 -2.804 2.369 -0.9290
C -3.054 -2.121 1.207 -0.6942
N -1.977 -1.361 1.405 0.5573
C 2.669 0.537 3.081 0.6735
C 3.679 0.284 4.003 -0.8737
C 5.008 0.262 3.615 -0.7099
C 5.348 0.503 2.296 -0.9620
C 4.347 0.757 1.371 -1.1317
C 3.015 0.763 1.754 1.8454
H 1.159 0.273 4.568 0.5308
H 0.934 1.680 3.520 0.2777
H -0.497 -0.924 4.412 0.2427
H -2.508 -2.747 4.372 0.5172
H -4.260 -3.484 2.470 0.4609
H -3.534 -2.156 0.241 0.5827
H 3.429 0.109 5.040 0.4215
H 5.780 0.063 4.344 0.4086
H 6.386 0.497 1.992 0.4453
H 4.620 0.970 0.348 0.4223
H 2.218 0.952 1.043 0.0488
C 3.575 7.489 2.791 -2.0433
C 2.689 6.311 2.345 2.9397
C 3.600 5.255 1.716 -1.6503
C 2.055 5.735 3.620 -2.0002
C 1.558 6.825 1.387 1.7197
O 0.853 7.858 2.078 -0.7104
C 2.028 7.481 0.058 -1.5791
C 2.335 6.700 -1.233 -1.3226
C 3.691 6.059 -1.330 -0.1598
C 3.833 4.688 -1.506 0.6049
C 5.082 4.105 -1.624 -1.0090
C 6.212 4.903 -1.570 0.3318
Cl 7.778 4.181 -1.703 -0.2426
C 6.098 6.276 -1.425 -0.8609
C 4.842 6.841 -1.310 -0.0488
C 0.371 5.841 1.179 -2.7165
N 0.553 4.599 0.487 1.7493
C 0.884 3.375 0.912 -1.0560
N 0.821 2.508 -0.089 1.8552
C 0.422 3.277 -1.129 -1.7106
N 0.250 4.531 -0.812 -1.1749
H 4.413 7.102 3.365 0.4909
H 3.030 8.179 3.431 0.5460
H 3.990 8.037 1.949 0.3524
H 4.128 4.724 2.506 0.6948
H 4.341 5.715 1.071 0.2476
H 3.048 4.525 1.134 -0.0898
H 2.822 5.610 4.379 0.5476
H 1.602 4.766 3.445 0.2126
H 1.299 6.412 4.010 0.3939
H 1.427 8.626 2.155 0.5524
H 2.893 8.106 0.282 0.4337
H 1.205 8.156 -0.201 0.3981
H 2.286 7.445 -2.035 0.5341
H 1.556 5.969 -1.438 0.4322
H 2.953 4.063 -1.560 0.4807
H 5.183 3.040 -1.764 0.4789
H 6.982 6.895 -1.412 0.4385
H 4.758 7.914 -1.214 0.4310
H -0.375 6.395 0.602 0.4203
H -0.061 5.643 2.160 0.4909
H 1.155 3.133 1.919 0.1732
H 0.287 2.920 -2.128 0.4271
F -4.187 1.627 2.204 -0.2476
C -3.784 2.265 1.099 0.6260
F -4.798 2.236 0.229 -0.2603
F -3.599 3.557 1.439 -0.2556
C -2.463 1.669 0.544 0.7013
O -2.490 1.124 -0.563 -0.5416
O -1.472 1.827 1.269 -0.4586
F -3.896 -7.316 -5.729 -0.2577
C -2.569 -7.261 -5.483 0.8173
F -2.257 -8.456 -4.934 -0.2614
F -1.969 -7.245 -6.685 -0.2923
C -2.203 -6.103 -4.607 0.3607
C -1.327 -5.116 -5.039 -0.7365
C -1.019 -4.062 -4.205 -0.4975
C -1.583 -3.965 -2.927 0.3192
C -2.464 -4.968 -2.509 -0.5173
C -2.773 -6.022 -3.340 -0.9429
C -1.264 -2.871 -2.084 0.7183
C -0.962 -1.916 -1.385 -1.1414
H -0.895 -5.178 -6.027 0.4472
H -0.331 -3.299 -4.541 0.4003
H -2.900 -4.907 -1.524 0.5545
H -3.461 -6.791 -3.024 0.3780
```

As for the HOMO-LUMO gap (spin up / spin down): 0.278 / 0.278 Eh. The relative energy (zero: lowest compared OMol25 entry of this formula, charge and spin) is 0.0 kcal per mole. The multiplicity is 6. For the HOMO energy (spin up / spin down), the calculation gives -7.343 / -7.344 eV. Its expectation value of S² is 8.7568.